Record 1
66
Properties=species:S:1:pos:R:3 method="wB97M-V/def2-TZVPD" largest_force_ev_per_a=0.4 gap_ev=6.93 e_above_lowest_kcal_mol=0.00 total_energy_ev=-66769.930 total_charge=0
S -3.080 1.309 -1.184
H 3.551 2.785 1.895
H 1.898 -2.083 -3.259
H 0.879 -0.401 4.913
N -3.535 1.640 1.612
C 3.478 1.887 -0.697
C 3.151 1.776 1.784
H 2.517 -0.680 -4.142
O 1.060 0.098 -2.068
C 2.483 1.606 0.425
Si 0.929 -0.503 -0.550
H -0.528 1.418 -3.708
H -5.143 1.427 -3.167
C -4.399 2.090 -0.378
C -0.998 0.523 5.437
C -0.088 -3.434 0.758
O -0.517 -0.334 0.088
H 1.915 -1.894 1.962
C 1.627 -1.277 -3.939
H -0.516 -2.118 -2.499
C 1.277 2.532 0.309
H -0.089 -4.202 1.535
H 1.151 1.420 -4.269
H 2.430 1.599 2.585
O 2.091 0.233 0.350
H -0.827 0.489 6.504
S -5.686 2.831 -1.281
C 2.242 -2.814 1.476
H -0.695 -3.786 -0.077
C -5.229 2.496 -2.991
C -0.306 0.069 3.196
C -0.049 0.022 4.559
C -0.726 -1.223 -3.087
H -2.924 1.489 5.593
C -2.170 1.076 4.938
H 3.787 2.934 -0.681
H 1.587 3.570 0.447
H -0.079 0.508 -5.163
C 1.895 -4.362 -0.453
N -1.436 0.580 2.725
C 0.253 0.810 -4.168
H -4.302 2.997 -3.256
H 0.383 -0.300 2.446
H 3.966 1.061 1.888
H 0.531 2.290 1.068
H -1.476 -0.637 -2.557
H -6.046 2.899 -3.586
H 4.363 1.260 -0.579
C -3.530 1.689 2.908
H 1.924 -5.238 0.198
H 1.272 -1.707 -4.878
H -0.551 -2.527 1.145
H -1.138 -1.529 -4.050
H 3.022 1.665 -1.660
H 0.806 2.441 -0.671
C 1.339 -3.155 0.293
N -4.562 2.210 0.916
H 2.237 -3.623 2.208
Pt -2.051 0.712 0.764
O 1.355 -2.083 -0.644
H 2.904 -4.152 -0.806
H -4.340 2.171 3.440
C -2.364 1.099 3.568
H 1.266 -4.589 -1.314
C 0.546 -0.408 -3.303
H 3.264 -2.653 1.133

Record 2
38
Properties=species:S:1:pos:R:3 method="wB97M-V/def2-TZVPD" largest_force_ev_per_a=7.7 gap_ev=7.29 total_energy_ev=-46638.132 total_charge=+2
P -0.226 0.225 -0.200
H 0.204 3.530 1.524
H 2.280 2.966 0.364
C 2.851 -2.540 -2.834
H -0.075 -0.603 2.906
H -2.572 -0.873 -1.631
H 2.523 1.712 -0.849
H -0.765 -2.631 1.102
O -2.428 -1.135 -5.404
O 3.343 -3.516 -3.263
C 2.026 1.921 0.124
H 0.976 -3.027 1.227
H -3.286 0.154 1.862
C 0.862 -0.538 2.313
H -1.266 2.538 1.361
C 0.234 -2.430 0.671
H -3.770 -0.775 -0.345
C -1.935 0.096 0.267
H -2.297 1.086 -0.051
H 1.718 -0.905 0.389
C -2.704 -0.960 -0.547
H -1.710 0.688 2.389
Ca 1.940 -0.349 -1.947
C 2.500 1.526 -3.623
C -2.217 -0.057 1.758
H -2.079 -1.077 2.152
C -0.151 2.490 1.416
C -1.443 -0.994 -4.903
H -2.455 -1.998 -0.312
C 0.488 1.866 0.151
H 1.531 -1.283 2.775
H 1.380 0.439 2.446
O 2.825 2.395 -4.348
H 2.512 1.358 0.938
H 0.228 -2.822 -0.357
C 0.701 -0.974 0.832
H 0.159 2.037 2.368
H 0.097 2.463 -0.721

Record 3
89
Properties=species:S:1:pos:R:3 method="wB97M-V/def2-TZVPD" largest_force_ev_per_a=2.8 gap_ev="5.29 / 6.88" s_squared=8.82 e_above_lowest_kcal_mol=20.02 total_energy_ev=-229140.505 total_charge=+1 spin_multiplicity=6
S -3.716 4.757 -1.122
H 5.393 -1.968 0.272
C 0.592 -1.747 4.430
C -0.249 -2.085 5.475
H 7.110 -1.820 1.945
H -2.448 2.065 -6.840
H 0.238 -2.946 -3.293
C 2.620 -1.986 -1.106
H 4.943 1.272 3.939
H 1.925 5.430 1.450
H -3.721 -0.979 -4.042
P 0.564 -2.353 2.725
H 3.782 -5.009 -2.160
H 4.398 -3.188 -0.602
C 4.006 0.474 2.176
H -4.105 1.439 -6.799
H 2.785 0.191 6.113
C -3.054 -4.605 1.199
C 1.971 -4.100 -2.763
C -3.080 1.566 -4.232
H 2.288 -0.631 3.820
C -3.716 3.545 -2.339
H -1.203 -0.526 -4.274
P 2.781 -0.517 -0.064
C -1.831 6.151 0.989
N -0.413 1.109 1.275
H 6.927 -0.095 3.776
C 3.500 -3.107 -1.169
C 1.114 -3.006 -2.689
C -4.730 3.091 -3.181
C 5.010 0.554 3.143
H -3.950 -5.038 0.753
C -1.120 6.766 2.017
H -0.642 0.721 -5.459
C 3.153 -4.144 -2.019
N -0.587 0.063 2.043
C 5.257 -1.269 1.084
H -1.629 7.518 2.622
C -2.154 -4.003 0.360
C 1.082 -0.805 6.978
C 6.139 -0.244 3.069
H -1.570 -3.985 4.167
C -1.198 5.221 0.187
Se 2.316 -3.383 2.246
H 0.807 7.027 2.887
C 1.911 -0.419 5.933
C -3.050 1.176 -6.680
C -1.771 -3.940 3.091
C 1.658 -0.877 4.673
H -3.625 -1.469 -5.772
H 3.149 1.121 2.266
H -4.801 -0.341 -5.318
C -2.011 4.541 -0.852
C -2.824 0.532 -5.313
N 0.686 0.950 0.555
Se 3.068 1.203 -1.401
C 0.845 5.573 1.287
C 0.246 6.512 2.122
C 1.292 -0.253 0.820
C 0.415 -0.807 1.768
C -4.380 2.091 -4.097
Sm 0.701 2.782 -0.850
H -0.648 -1.860 7.586
C -2.863 -4.617 2.561
H 1.311 -0.499 8.017
H -2.315 -4.026 -0.724
C -0.912 -3.254 2.255
C -3.795 -0.644 -5.098
C -1.078 -3.344 0.885
C -2.426 3.030 -2.461
H -2.885 6.363 0.877
N -1.474 3.622 -1.609
C -1.371 -0.038 -5.242
C 6.264 -1.179 2.026
H -0.340 -2.937 0.224
H -5.724 3.490 -3.173
C 0.021 -1.622 6.758
C 4.125 -0.438 1.131
H -2.770 0.475 -7.460
C 1.450 -1.963 -1.837
H 0.805 -1.088 -1.741
H -1.115 1.673 -3.434
H -1.275 -0.867 -5.959
H 1.726 -4.883 -3.485
H -1.098 -2.727 5.328
C -2.135 2.029 -3.362
C 0.168 4.896 0.277
H -5.152 1.711 -4.752
H -3.591 -5.100 3.188

Record 4
100
Properties=species:S:1:pos:R:3 method="wB97M-V/def2-TZVPD" largest_force_ev_per_a=0.8 gap_ev=9.41 total_energy_ev=-123935.793 total_charge=0 smiles="CCB(O)N(C(=O)O)[C@H](I)CC.CCOS(C)(=O)=O.CCOS(C)(=O)=O.CCOS(C)(=O)=O.CCOS(C)(=O)=O.CCOS(C)(=O)=O"
C -3.620 2.217 -3.841
C 3.836 -3.762 5.479
H -6.109 5.519 -0.242
H 0.093 5.248 -0.860
O -0.507 1.522 -5.066
C 2.085 3.375 -5.306
O 3.731 -3.923 2.544
H 0.458 1.070 -1.950
H 3.774 -6.715 2.725
S 2.771 -4.675 3.299
H 5.722 -1.434 1.089
C -2.435 -10.526 1.381
H -0.527 -6.138 2.028
C 2.752 -6.348 2.761
O 1.427 -4.193 3.390
N 2.085 1.061 0.065
H -2.981 -7.081 3.611
H -3.061 -6.181 2.096
B 2.834 -0.144 -0.422
S -4.780 3.977 -1.339
H 3.351 -0.986 1.553
H 2.153 -2.423 5.246
O -5.874 3.160 -1.768
H 3.018 3.591 -5.820
O -0.438 -9.395 2.617
H -2.444 2.832 -2.117
H 3.435 -2.154 0.253
H -0.633 2.913 -8.286
C 5.160 -0.849 0.358
H -3.162 7.182 3.898
H -4.144 2.696 -4.670
H 5.400 0.205 0.526
H -0.482 -0.939 -2.611
H 4.494 -3.197 4.818
C -2.405 6.462 4.194
O -0.096 5.551 3.401
H 1.349 2.359 -3.553
H -0.300 1.197 -7.874
O -2.586 -9.561 3.816
I 0.222 -0.532 1.707
O -2.382 -8.062 1.880
O -0.677 7.873 2.813
H 4.441 -4.197 6.272
O 1.693 3.105 -0.879
H 0.658 5.291 0.812
H -1.977 6.724 5.158
H 2.948 -1.248 -2.003
O -3.835 4.313 -2.562
C 2.721 -2.907 6.037
C -0.130 0.612 -1.151
H 2.699 1.546 -4.344
H 2.144 -6.932 3.447
C 3.645 -1.106 0.509
H -4.545 6.236 -0.729
C -5.373 5.605 -1.038
H -1.425 -1.145 -1.133
H -0.918 7.210 0.393
H -5.836 5.977 -1.947
C -1.289 6.186 0.467
H -3.520 -10.493 1.349
S -0.275 2.589 -5.993
C -2.445 -6.852 2.690
H 2.306 -6.347 1.769
H -0.497 -6.930 3.604
H -2.000 -10.261 0.422
H 1.603 4.323 -5.066
H 0.299 -1.539 -1.149
C 2.287 2.520 -4.079
O 3.788 2.523 -0.219
O -1.901 6.015 1.776
H 2.971 3.018 -3.391
C -0.452 -0.837 -1.522
H -2.087 -11.506 1.701
O 1.273 2.693 -6.311
H -4.350 1.648 -3.269
H 2.035 -3.512 6.630
H -2.125 6.071 -0.218
H 4.201 2.756 -1.061
H -1.064 1.181 -1.092
C -0.825 2.104 -7.588
O -0.778 3.893 -5.672
O -3.975 3.532 -0.240
H 3.153 -2.136 6.676
C 2.449 2.294 -0.407
C -2.921 3.260 -2.999
O 3.346 -4.923 4.753
O 2.749 -0.329 -1.778
H -0.612 4.159 0.339
H -2.804 5.451 4.214
H -1.893 1.916 -7.497
C 0.621 0.908 0.155
H 0.248 1.837 0.579
S -1.870 -9.381 2.589
H 5.522 -1.134 -0.635
H -2.165 3.788 -3.574
C -1.078 -6.272 2.959
S -1.085 6.517 3.034
H -2.874 1.532 -4.243
C -0.219 5.163 0.180
H -1.166 -5.304 3.449

Record 5
94
Properties=species:S:1:pos:R:3 method="wB97M-V/def2-TZVPD" largest_force_ev_per_a=3.7 gap_ev="5.26 / 4.89" e_above_lowest_kcal_mol=78.90 total_energy_ev=-179421.960 total_charge=+3
F -5.649 -3.727 -4.949
H 2.886 -2.156 -0.132
C -0.018 -2.376 2.970
C -1.821 -4.720 -1.212
F -6.576 4.372 1.130
N 1.407 -2.443 -2.489
H -1.767 -3.178 -4.609
N 3.732 4.949 1.394
F -3.924 -3.722 -6.250
C -0.925 -5.302 -2.102
C -2.615 -0.406 -2.834
O 2.244 -2.495 -3.358
C 1.574 3.612 -6.259
P -1.668 0.838 -1.891
H 0.729 -5.075 -3.454
H -0.535 -3.042 2.281
C -0.633 2.381 0.905
H -0.405 -2.511 3.978
C -2.872 2.044 -1.238
H 6.040 0.695 0.515
C -3.912 1.591 -0.419
H -4.045 0.532 -0.237
H 2.486 2.253 -4.097
O -2.141 -7.225 -2.035
C -2.699 3.410 -1.459
H -0.730 -1.310 -3.344
C 1.408 2.287 -4.121
C -2.376 -2.423 -4.133
H -2.264 -0.326 3.794
F -4.727 5.280 1.778
H -2.772 -5.192 -0.998
C -0.407 3.655 1.400
H -2.460 2.339 -4.329
H -1.113 3.450 -6.079
C -1.444 -3.500 -0.629
H -1.643 1.984 0.900
H -4.626 0.340 -2.602
C -0.628 2.952 -5.252
O -1.745 -1.259 -0.108
C -4.329 -3.679 -4.984
C -4.590 3.862 -0.055
N 0.335 1.571 0.419
C -4.565 -1.478 -3.725
H 5.291 -1.670 0.103
N -2.225 -2.590 0.042
Se 5.476 4.979 1.407
C -2.076 -0.501 2.737
C 4.579 -0.861 0.158
F -5.685 5.958 -0.031
H 1.051 -2.575 2.968
O 1.008 -1.165 -2.033
H -5.636 -1.518 -3.861
H -2.435 0.346 2.158
C -1.810 -1.396 -3.409
F -3.852 -4.789 -4.379
H -1.901 3.772 -2.088
C 0.874 4.178 1.404
C -4.777 2.501 0.163
C -1.381 2.335 -4.267
O 0.470 -2.265 0.070
C 1.625 2.042 0.537
C -0.110 -3.059 -0.827
H -1.235 4.230 1.783
H -5.592 2.165 0.788
N 2.267 -0.190 0.054
C 3.222 -1.132 0.004
C 2.674 1.092 0.313
H -2.570 -1.416 2.420
C 3.297 3.748 1.055
N -1.258 -6.670 -2.616
H -3.441 5.377 -1.042
F 2.884 3.510 -6.027
S -0.265 -0.635 2.495
C -0.741 1.713 -3.195
W 0.064 -0.489 -0.434
C 4.033 1.445 0.484
C 5.000 0.436 0.385
O -3.323 -2.740 0.541
C 1.923 3.352 0.985
H 1.096 5.173 1.762
C 0.572 -3.435 -2.014
C -3.563 4.318 -0.873
C 0.653 1.700 -3.123
C 0.760 2.919 -5.177
H 1.153 1.207 -2.266
C 4.346 2.805 0.802
F 1.326 3.097 -7.458
C -3.993 -0.434 -3.009
N 5.561 3.300 0.949
F 1.271 4.912 -6.295
C 0.198 -4.651 -2.611
O -0.589 -7.055 -3.527
C -3.761 -2.470 -4.263
C -5.431 4.879 0.697